Computed, not measured: the molecule C2H3Cl2F2N at a distorted geometry, with ωB97M-V/def2-TZVPD.

Results
Orbital gap (spin up / spin down), Eh: 0.2652 / 0.2654
HOMO (spin up / spin down), eV: -10.60 / -10.60
Relative energy (zero: lowest compared OMol25 entry of this formula, charge and spin), kJ/mol: 196.0

```
! RIJCOSX wB97M-V def2-TZVPD def2/J DEFGRID3
* xyz 0 1
C 1.18558 0.33149 -0.08206
C 0.15068 -0.77990 0.14978
N -1.00063 -0.84706 -0.80400
F 0.85386 -1.88169 0.04003
F -0.34597 -0.78342 1.45473
Cl -2.21481 -0.01617 -0.16517
Cl -3.11116 2.19435 -0.43408
H 1.97003 0.00121 -0.75700
H 0.70157 1.22030 -0.21752
H 1.81085 0.56089 0.81528
*
```

=====

Computed, not measured: a cluster of 2 separate species, C2H3Cl2FSi in total at a distorted geometry, with ωB97M-V/def2-TZVPD.

Results
Orbital gap (spin up / spin down), Eh: 0.2964 / 0.2886
HOMO (spin up / spin down), eV: -8.20 / -8.74
Relative energy (zero: lowest compared OMol25 entry of this formula, charge and spin), kJ/mol: 431.2

```
! RIJCOSX wB97M-V def2-TZVPD def2/J DEFGRID3
* xyz 0 1
C -0.06336 -0.64767 0.24266
C 0.59999 0.38219 -0.19640
F 4.58402 0.13143 -1.83166
Si 3.88482 0.05796 -0.32017
Cl 4.77750 1.58532 0.65693
Cl 3.94156 -1.71064 0.34915
H -1.16184 -0.87833 0.52188
H 0.48168 -1.56545 0.20680
H 0.70989 1.46323 -0.26876
*
```

=====

Computed, not measured: the molecule C2H3Cl2N2P at a distorted geometry, with ωB97M-V/def2-TZVPD.

Results
Orbital gap, Eh: 0.3139
SMILES: ClC1=NP(Cl)NC1
HOMO, eV: -8.92
Relative energy (zero: lowest compared OMol25 entry of this formula, charge and spin), kJ/mol: 84.4

```
! RIJCOSX wB97M-V def2-TZVPD def2/J DEFGRID3
* xyz 0 1
Cl -2.49172 0.41173 1.27520
C -1.14223 0.07186 0.38546
N -1.18729 -1.01052 -0.61799
P 0.29261 -1.07353 -1.41310
Cl 1.10269 -2.71613 -0.54161
N 1.02238 0.14935 -0.44692
C 0.13693 0.82128 0.47079
H 1.78033 0.68817 -0.83620
H -0.03636 1.87652 0.22070
H 0.52267 0.78126 1.50368
*
```

=====

Computed, not measured: the ion C2H3Cl3NO with charge -1 at a distorted geometry, with ωB97M-V/def2-TZVPD.

Results
Orbital gap (spin up / spin down), Eh: 0.2058 / 0.3121
SMILES: [O-]NCC(Cl)(Cl)Cl
HOMO (spin up / spin down), eV: -2.10 / -5.05
Relative energy (zero: lowest compared OMol25 entry of this formula, charge and spin), kJ/mol: 89.6

```
! RIJCOSX wB97M-V def2-TZVPD def2/J DEFGRID3
* xyz -1 1
O 1.97961 -0.31024 1.21763
N 1.56199 -0.04591 0.01904
C 0.18375 -0.63851 -0.21264
C -0.85573 0.42546 -0.07027
Cl -2.77201 -0.58747 -0.46185
Cl -0.76663 1.12429 1.55035
Cl -0.63453 1.66604 -1.26561
H 1.38307 0.97924 -0.09889
H 0.01576 -1.09371 -1.16406
H -0.09528 -1.51921 0.48630
*
```

=====

Computed, not measured: a structure of composition C2H3Cl3NO at a distorted geometry, with ωB97M-V/def2-TZVPD.

Results
Orbital gap, Eh: 0.2640
HOMO, eV: -3.71
Relative energy (zero: lowest compared OMol25 entry of this formula, charge and spin), kJ/mol: 162.6

```
! RIJCOSX wB97M-V def2-TZVPD def2/J DEFGRID3
* xyz -1 1
C 0.18324 0.60904 -0.53959
C -0.94998 0.12736 0.04687
N 1.77366 -0.57290 0.55186
O 2.27832 -1.55882 -0.02687
Cl -2.74725 1.46760 -0.50673
Cl -1.57184 -1.34065 -0.48209
Cl -1.08380 0.25865 1.65197
H 0.75982 1.51107 -0.24864
H 0.51637 0.38229 -1.56460
H 0.84146 -0.88363 1.11783
*
```

=====

Computed, not measured: the molecule C2H3Cl3Si at a distorted geometry, with ωB97M-V/def2-TZVPD.

Results
Orbital gap, Eh: 0.3551
SMILES: [SiH3]C(Cl)=C(Cl)Cl
HOMO, eV: -9.33
Relative energy (zero: lowest compared OMol25 entry of this formula, charge and spin), kJ/mol: 504.5

```
! RIJCOSX wB97M-V def2-TZVPD def2/J DEFGRID3
* xyz 0 1
Si -0.07583 -1.32873 0.47491
C -0.08098 0.14597 -0.66582
Cl 0.76407 -0.00335 -2.15710
C -0.15359 1.44428 -0.21986
Cl 0.35165 2.79474 -1.13742
Cl -0.84424 1.89216 1.24941
H -0.98350 -0.71983 1.45199
H 1.35182 -1.41916 0.85900
H -0.32940 -2.80609 0.14489
*
```

=====

Which of these has the highest relative energy (zero: lowest compared OMol25 entry of this formula, charge and spin)? C2H3Cl3Si

=====

What is the relative energy (zero: lowest compared OMol25 entry of this formula, charge and spin) in the second record? 431.2 kJ/mol